Entry 1:
Below is a molecular structure, C65H77BrIN3O2P3ScSi in a non-equilibrium geometry, with properties calculated with ωB97M-V/def2-TZVPD.

Output
**Charge**: +2
**M**: 1305.12 g mol⁻¹
**Frontier orbital gap**: 6.1 eV
**Highest occupied orbital energy**: -11.96 eV

```
154
Properties=species:S:1:pos:R:3:forces:R:3
Sc 0.0406 0.3312 -0.3395 -0.5 -0.5 0.7
C -3.2268 2.5682 -3.1943 0.0 0.0 0.1
C -3.3446 1.5835 -2.0258 0.1 0.0 -0.1
C -4.8288 1.2725 -1.8343 0.0 0.0 0.0
P -2.1420 0.1101 -2.1041 -0.5 0.3 0.1
C -2.0298 -0.1114 -3.9793 0.3 -0.1 0.1
C -3.0688 -0.9461 -4.7267 0.0 0.1 -0.1
C -0.6332 -0.4403 -4.5237 -0.1 0.0 0.0
C -3.0842 -1.2196 -1.2285 0.0 0.0 -0.1
C -4.2450 -1.6802 -1.8598 0.0 0.1 0.1
C -5.1577 -2.5059 -1.2308 0.0 0.0 0.0
C -4.9442 -2.8558 0.0893 0.0 0.0 0.0
C -3.7980 -2.4127 0.7252 0.0 0.0 0.0
C -2.8135 -1.6339 0.1007 0.1 -0.2 0.1
Si -1.2598 -1.2867 1.2211 -0.1 0.3 -0.1
C -0.4836 -2.9474 1.8427 0.0 0.1 0.0
C -1.3372 -3.9103 2.4005 0.0 -0.1 -0.1
C -0.8937 -5.1369 2.8650 0.0 0.0 0.0
C 0.4435 -5.4720 2.7366 0.0 0.0 0.0
C 1.3187 -4.5437 2.2020 0.0 0.0 0.0
C 0.8928 -3.2743 1.7979 0.1 0.1 -0.1
P 2.1647 -1.9967 1.4094 0.1 -0.2 0.0
C 2.7835 -1.6435 3.1573 0.0 0.0 -0.1
C 3.5668 -0.3251 3.2394 0.5 -0.2 -0.1
C 3.5601 -2.7280 3.9017 0.0 0.0 0.0
C 3.6723 -2.9163 0.7528 -0.2 0.1 0.1
C 4.7821 -1.9111 0.4352 0.0 -0.1 0.1
C 3.4583 -3.8325 -0.4439 0.1 0.1 0.0
C -1.8160 -0.3529 2.8122 0.0 0.0 -0.1
C -1.9971 -1.0856 3.9901 0.0 0.1 0.0
C -2.2781 -0.4835 5.2083 0.0 0.0 0.0
C -2.3272 0.8950 5.2936 0.0 0.0 0.0
C -2.1510 1.6534 4.1476 0.0 -0.1 -0.1
C -1.9280 1.0568 2.9059 0.0 0.0 0.1
P -2.0977 2.0106 1.3457 0.1 0.0 0.3
C -3.9801 2.1947 1.3745 0.0 -0.1 -0.2
C -4.6796 0.8564 1.5905 0.0 0.1 0.1
C -4.5293 3.2104 2.3760 0.0 0.0 0.0
C -1.6586 3.8565 1.4393 0.1 -0.2 0.0
C -0.5125 4.2734 0.4937 -0.1 0.0 0.0
C -1.4586 4.5250 2.8012 0.0 0.1 -0.1
H -3.7036 3.5081 -2.9074 0.0 0.0 0.0
H -3.7613 2.2037 -4.0737 0.0 0.0 0.0
H -2.2010 2.7920 -3.4819 0.0 0.0 0.0
H -2.9872 2.1000 -1.1354 0.0 0.0 0.0
H -5.2485 0.7868 -2.7164 0.0 0.0 0.0
H -5.3652 2.2159 -1.7028 0.0 0.0 0.0
H -5.0310 0.6482 -0.9708 0.0 0.0 0.0
H -2.1981 0.9211 -4.2691 0.0 0.0 0.0
H -3.0700 -1.9937 -4.4234 0.0 0.0 0.0
H -2.8161 -0.9164 -5.7888 0.0 0.0 0.0
H -4.0784 -0.5477 -4.6286 0.0 0.0 0.0
H -0.4822 -1.5101 -4.6530 0.0 0.0 0.0
H 0.1663 -0.0401 -3.9043 0.0 0.0 0.0
H -0.5271 0.0123 -5.5114 0.0 0.0 0.0
H -4.4731 -1.3530 -2.8596 0.0 0.0 0.0
H -6.0386 -2.8428 -1.7619 0.0 0.0 0.0
H -5.6646 -3.4593 0.6265 0.0 0.0 0.0
H -3.6942 -2.6400 1.7767 0.0 0.0 0.0
H -2.3952 -3.7176 2.4792 0.0 0.0 0.0
H -1.5968 -5.8352 3.3007 0.0 0.0 0.0
H 0.8088 -6.4382 3.0610 0.0 0.0 0.0
H 2.3614 -4.8182 2.1104 0.0 0.0 0.0
H 1.8400 -1.5137 3.6938 0.3 -0.3 -0.1
H 4.6267 -0.4866 3.0442 0.0 -0.1 0.0
H 3.4836 0.0963 4.2436 0.2 -0.1 -0.1
H 3.2007 0.4196 2.5326 0.3 -0.2 0.0
H 4.5421 -2.9120 3.4632 0.0 0.0 0.0
H 3.0161 -3.6678 3.9754 0.0 0.0 0.0
H 3.7302 -2.3765 4.9222 0.0 0.0 0.0
H 4.0199 -3.5302 1.5837 0.0 0.0 0.0
H 4.5325 -1.3184 -0.4439 -0.1 0.1 -0.1
H 5.7100 -2.4442 0.2175 0.0 0.0 0.0
H 4.9813 -1.2290 1.2581 0.0 0.0 0.0
H 3.4468 -3.2693 -1.3747 -0.1 0.1 -0.2
H 2.5468 -4.4044 -0.3684 -0.4 -0.2 0.0
H 4.2833 -4.5445 -0.5140 0.0 0.0 0.0
H -1.8986 -2.1606 3.9698 0.0 0.0 0.0
H -2.4294 -1.0938 6.0900 0.0 0.0 0.0
H -2.5155 1.3843 6.2406 0.0 0.0 0.0
H -2.2041 2.7246 4.2322 0.0 0.0 0.0
H -4.2251 2.5620 0.3742 0.0 0.0 0.0
H -4.6134 0.5564 2.6384 0.0 0.0 0.0
H -4.2519 0.0623 0.9884 0.0 0.0 0.0
H -5.7370 0.9506 1.3357 0.0 0.0 0.0
H -4.2566 2.9602 3.4011 0.0 0.0 0.0
H -5.6192 3.1770 2.3197 0.0 0.0 0.0
H -4.2314 4.2359 2.1639 0.0 0.0 0.0
H -2.5718 4.2645 0.9998 0.0 0.0 0.0
H -0.8271 5.0959 -0.1473 0.0 0.0 0.0
H 0.3510 4.6440 1.0436 0.0 0.0 0.0
H -0.1797 3.4619 -0.1516 0.0 0.0 -0.1
H -0.6383 4.0709 3.3611 0.0 0.0 0.0
H -2.3536 4.5045 3.4178 0.0 0.0 0.0
H -1.2076 5.5757 2.6378 0.0 0.0 0.0
C 0.3394 -3.6508 -3.4882 -0.1 0.0 0.1
O 1.4045 -2.6626 -3.5493 0.0 0.0 0.1
C 1.1804 -1.8484 -2.5191 0.0 -0.2 -0.1
N 0.1237 -1.9887 -1.8217 0.1 0.2 0.5
C -0.6908 -3.0384 -2.5177 0.0 0.0 -0.1
C -1.4503 -4.1266 -1.7881 0.0 0.0 -0.1
C -0.8925 -4.9683 -0.8358 -0.1 0.0 -0.1
C -1.5828 -6.0839 -0.3871 0.0 0.0 0.0
C -2.8477 -6.3714 -0.8778 0.0 0.0 0.0
C -3.4122 -5.5442 -1.8353 0.0 0.0 0.0
C -2.7115 -4.4376 -2.2900 0.0 -0.1 -0.1
C 2.1897 -0.7812 -2.3204 0.0 -0.2 0.0
C 3.2539 -0.6007 -3.1929 0.1 0.0 0.1
C 4.1782 0.3977 -2.9191 -0.1 0.0 0.1
C 4.0293 1.1566 -1.7651 0.1 0.0 0.0
C 2.9295 0.9162 -0.9638 0.1 0.0 0.0
N 2.0108 -0.0158 -1.2409 0.4 0.3 -0.6
C 2.6760 1.6661 0.2776 -0.1 0.0 0.1
N 1.6058 1.5428 0.9785 0.0 -0.1 -0.4
C 1.7611 2.4565 2.1367 0.0 0.2 0.2
C 3.1726 3.0569 1.9338 0.0 0.1 0.1
O 3.6231 2.4860 0.6808 0.1 0.0 -0.2
C 1.6121 1.9037 3.5329 -0.5 0.0 0.2
C 1.1629 0.6272 3.8105 -0.7 0.6 0.2
C 1.0860 0.1851 5.1246 -0.2 0.2 0.0
C 1.4354 1.0254 6.1685 0.0 0.0 0.0
C 1.8554 2.3219 5.8967 0.0 0.0 0.0
C 1.9440 2.7574 4.5853 0.0 0.0 -0.1
H 0.7529 -4.5787 -3.0942 0.1 0.0 0.0
H -0.0399 -3.8180 -4.4929 0.0 0.0 0.0
H -1.4502 -2.4864 -3.0738 0.1 0.0 0.0
H 0.0856 -4.7665 -0.4478 0.4 0.1 0.2
H -1.1204 -6.7401 0.3381 0.0 0.0 0.0
H -3.3818 -7.2459 -0.5303 0.0 0.0 0.0
H -4.3897 -5.7662 -2.2430 0.0 0.0 0.0
H -3.1462 -3.8198 -3.0681 0.0 0.0 0.1
H 3.3460 -1.2413 -4.0581 0.0 0.0 0.0
H 5.0103 0.5703 -3.5878 0.0 0.0 0.0
H 4.7339 1.9286 -1.4899 0.0 0.0 0.0
H 1.0081 3.2267 2.0229 0.0 0.1 0.0
H 3.8675 2.7451 2.7098 0.0 0.0 0.0
H 3.1872 4.1401 1.8399 0.0 0.0 -0.1
H 0.9037 -0.0304 2.9909 -0.1 0.2 0.0
H 0.7565 -0.8245 5.3314 0.0 0.0 0.0
H 1.3816 0.6762 7.1912 0.0 0.0 0.0
H 2.1224 2.9900 6.7047 0.0 0.0 0.0
H 2.2765 3.7712 4.3839 0.0 0.0 0.0
Br 2.5913 4.6377 -5.0565 0.0 0.0 0.0
C 1.0205 5.3703 -4.3099 0.0 0.0 0.0
C 0.6734 6.6690 -4.6564 0.0 0.0 0.0
C -0.4712 7.2483 -4.1329 0.0 0.0 0.0
C -1.2792 6.5341 -3.2620 0.0 0.0 0.0
C -0.9413 5.2364 -2.9105 0.0 0.0 0.0
C 0.2055 4.6628 -3.4341 0.2 -0.2 0.1
I 0.6991 2.6827 -2.8991 0.0 0.2 -0.1
H 1.3067 7.2192 -5.3384 0.0 0.0 0.0
H -0.7283 8.2614 -4.4101 0.0 0.0 0.0
H -2.1774 6.9797 -2.8557 0.0 0.0 0.0
H -1.5742 4.6743 -2.2396 0.0 0.0 0.0
```
Positions in Å, forces in eV/Å.

***

Entry 2:
Below is a molecular structure, C9H22CrN7O5S in a non-equilibrium geometry, with properties calculated with ωB97M-V/def2-TZVPD.

Output
**<S²>**: 0.758
**ΔE to the lowest compared entry with this formula, charge and spin**: 0.476 eV
**M**: 392.38 g mol⁻¹
**Spin multiplicity**: 2
**Frontier orbital gap (alpha / beta)**: 7.9 / 8.4 eV
**Highest occupied orbital energy (alpha / beta)**: -8.35 / -8.33 eV

```
45
Properties=species:S:1:pos:R:3:forces:R:3
Cr 1.2677 0.0010 -0.2077 0.2 -0.7 -1.7
N 2.8781 -0.5875 0.9795 -0.3 0.1 0.2
N 3.8605 0.4146 0.8414 0.0 0.0 0.0
C 3.7692 1.2475 -0.2914 0.0 0.1 0.1
O 4.7368 1.8911 -0.6339 0.0 0.0 0.0
O 2.5909 1.2527 -0.8465 0.0 0.0 0.2
H 2.5628 -0.6766 1.9458 0.0 0.0 0.0
H 3.2023 -1.4901 0.6426 0.0 0.0 0.0
H 4.7987 0.1774 1.1236 0.0 0.0 0.0
N -2.5816 1.1071 1.9850 -0.5 -1.3 0.0
C -2.0881 0.4811 0.7194 -0.1 -0.4 0.1
C -2.2888 1.3421 -0.5078 -0.1 0.0 -0.1
C -1.5439 0.7344 -1.7038 -0.1 0.0 0.0
N -0.0996 0.9703 -1.5686 0.3 0.0 0.0
C -1.8027 -0.7678 -1.8655 0.1 0.0 0.1
C -1.7167 -1.5634 -0.5577 -0.2 0.2 0.1
N -0.3460 -1.5986 -0.0226 0.4 0.1 0.3
C -2.6311 -0.9214 0.4931 0.0 0.0 0.0
H -2.1755 2.0512 2.0936 0.0 0.4 0.0
H -2.1735 0.5191 2.7543 -0.3 -0.1 -0.1
H -3.5963 1.1501 2.0517 0.0 -0.1 0.0
H -1.0273 0.3841 0.9136 -0.4 -0.1 0.0
H -1.9377 2.3631 -0.3335 0.0 0.0 0.0
H -3.3523 1.3960 -0.7654 0.0 0.0 0.1
H -1.9081 1.2468 -2.5994 0.0 0.0 0.0
H 0.0998 1.9609 -1.4499 0.0 0.0 0.0
H 0.3846 0.6848 -2.4162 -0.1 0.0 0.0
H -1.0959 -1.1772 -2.5918 0.0 0.0 0.0
H -2.8041 -0.9063 -2.2811 0.0 0.0 0.0
H -2.0643 -2.5818 -0.7544 0.0 0.0 0.0
H 0.2187 -2.2631 -0.5414 -0.1 0.0 0.0
H -0.3395 -1.8557 0.9673 0.0 0.0 0.1
H -2.6061 -1.4995 1.4184 0.0 0.1 -0.1
H -3.6577 -0.8933 0.1134 0.0 0.0 0.0
S -0.8568 3.4448 2.2200 0.7 1.0 0.2
C 0.0974 2.2916 1.5903 0.4 -0.3 -0.3
N 0.6754 1.4095 1.0862 0.0 0.6 0.7
O -1.2897 -1.0209 3.1916 -0.1 0.2 0.1
N -0.0871 -0.9785 3.5745 -0.2 0.1 0.0
O 0.7252 -1.2957 2.7006 0.3 -0.2 -0.1
C 2.8832 -1.2834 -2.3146 0.1 -0.1 0.1
O 1.7241 -1.1978 -1.5249 -0.2 0.4 0.2
H 2.6043 -1.4585 -3.3583 0.0 0.0 0.0
H 3.5049 -2.1303 -1.9995 0.0 0.0 0.0
H 3.4857 -0.3737 -2.2701 0.0 0.0 0.0
```
Positions in Å, forces in eV/Å.

***

Entry 3:
Below is a single C4H5NS3 molecule, with properties calculated with ωB97M-V/def2-TZVPD.

Output
**ΔE to the lowest compared entry with this formula, charge and spin**: 0.907 eV
**M**: 163.29 g mol⁻¹
**Frontier orbital gap**: 7.6 eV
**Highest occupied orbital energy**: -8.87 eV

```
13
Properties=species:S:1:pos:R:3:forces:R:3
S -1.2820 1.9314 1.8985 0.5 -0.1 -0.2
C 0.1921 1.6509 1.2700 -0.6 -0.1 0.1
C 0.5335 0.5546 0.3726 0.4 -0.1 -0.1
N 1.7596 0.4672 -0.0335 -0.6 -0.1 0.0
S 2.0237 -0.8555 -1.0307 -0.3 0.1 0.2
C 0.3992 -1.6252 -0.6716 -0.2 0.4 -0.5
C -0.4665 -0.4613 -0.1507 0.8 -0.1 -0.6
S -1.4337 0.2617 -1.5292 0.1 -0.1 0.0
H 1.0332 2.2857 1.5129 0.2 0.1 0.0
H 0.5306 -2.3833 0.0845 0.1 -0.2 0.3
H -0.0206 -2.1062 -1.5635 0.1 0.2 0.2
H -1.1394 -0.8210 0.5967 -0.4 0.0 0.5
H -2.1297 1.1009 -0.7561 0.0 0.1 0.1
```
Positions in Å, forces in eV/Å.

***

Question: Which of these has the lowest M?
Answer: C4H5NS3